Record 1
{
  "formula": "C31H114F3N54O29",
  "method": "ωB97M-V with the def2-TZVPD basis set",
  "elements": ["F", "F", "F", "O", "O", "O", "O", "O", "O", "O", "O", "O", "O", "O", "O", "O", "O", "O", "O", "O", "O", "O", "O", "O", "O", "O", "O", "O", "O", "O", "O", "O", "N", "N", "N", "N", "N", "N", "N", "N", "N", "N", "N", "N", "N", "N", "N", "N", "N", "N", "N", "N", "N", "N", "N", "N", "N", "N", "N", "N", "N", "N", "N", "N", "N", "N", "N", "N", "N", "N", "N", "N", "N", "N", "N", "N", "N", "N", "N", "N", "N", "N", "N", "N", "N", "N", "C", "C", "C", "C", "C", "C", "C", "C", "C", "C", "C", "C", "C", "C", "C", "C", "C", "C", "C", "C", "C", "C", "C", "C", "C", "C", "C", "C", "C", "C", "C", "H", "H", "H", "H", "H", "H", "H", "H", "H", "H", "H", "H", "H", "H", "H", "H", "H", "H", "H", "H", "H", "H", "H", "H", "H", "H", "H", "H", "H", "H", "H", "H", "H", "H", "H", "H", "H", "H", "H", "H", "H", "H", "H", "H", "H", "H", "H", "H", "H", "H", "H", "H", "H", "H", "H", "H", "H", "H", "H", "H", "H", "H", "H", "H", "H", "H", "H", "H", "H", "H", "H", "H", "H", "H", "H", "H", "H", "H", "H", "H", "H", "H", "H", "H", "H", "H", "H", "H", "H", "H", "H", "H", "H", "H", "H", "H", "H", "H", "H", "H", "H", "H", "H", "H", "H", "H", "H", "H", "H", "H", "H", "H", "H", "H"],
  "xyz": [[-0.3890, -2.4950, -0.1930], [0.1125, -0.8690, -1.5111], [-1.7496, -0.8080, -0.3331], [5.3719, 5.6389, 0.4505], [1.9963, -5.8899, -3.9330], [2.3625, 7.0683, -2.2583], [-5.7843, 1.9777, -2.1163], [-4.1489, 6.9467, -3.0829], [-2.2531, 7.2472, 0.0502], [4.5629, 2.0049, 1.1198], [-6.1670, -3.1265, -2.4742], [-5.2995, 0.5553, 3.0317], [2.6418, -2.3200, -4.3605], [3.8584, -0.9264, 3.1169], [-2.8845, -6.0012, -1.6405], [1.0880, 4.8201, 8.2611], [-1.4344, -4.5048, 5.2323], [3.6234, 1.8627, -3.4708], [1.1555, -4.9115, 1.2440], [-2.6962, -4.5140, 2.0521], [-0.5264, -0.4558, 2.1547], [-0.8745, 2.2476, -3.7695], [4.5375, -3.9415, -0.3184], [0.7791, -8.4088, 0.4168], [1.0930, 4.5010, 3.5511], [-1.9010, -7.0622, 4.5006], [-1.5715, -1.4275, -4.5357], [-4.4918, 3.3819, 0.4057], [0.6398, 0.9189, 0.5791], [-2.8601, 5.9541, 3.3117], [-0.3949, -0.3733, -8.6219], [1.0816, 1.2432, 6.4690], [-2.1360, 6.2274, -3.7336], [-4.9170, 4.6858, -1.3150], [1.7143, -4.3938, 3.3340], [3.1292, 5.4029, 3.0659], [4.8279, 1.0218, 3.7067], [-0.8250, -8.6929, 3.4283], [-4.8767, 0.0676, -1.2887], [-0.6949, 1.0802, 5.0772], [1.4155, -0.7696, -7.4106], [-2.0354, -3.4239, -3.5915], [4.9632, 2.7730, -0.9688], [-6.3714, -0.0093, -2.8926], [4.5794, -0.6240, 5.1283], [-4.8173, -4.7416, -3.2373], [-0.2259, 0.2343, -6.4598], [2.8742, -3.6485, -2.6436], [2.7308, -6.0836, 2.3292], [7.1708, 4.5759, 1.1990], [3.7141, 1.0367, -0.6625], [2.2755, -9.9431, -0.4053], [-3.9563, 4.3763, 4.4283], [2.5954, 3.3758, 2.3416], [-0.5425, 6.4526, 1.3972], [-1.7753, 4.1635, 4.0576], [-4.0899, 5.4570, 0.5802], [2.4303, -7.7016, -0.9020], [-4.6205, -3.9345, -1.1319], [-1.0804, -7.1730, -1.9552], [3.5126, -2.3262, 0.8122], [-2.7537, 1.8687, -2.8584], [-3.7035, 6.3199, -5.2370], [1.3704, 5.1626, -2.4418], [-3.2131, -0.1560, 3.4957], [-4.9527, -4.3870, 2.3226], [-0.9769, -3.1330, 3.6026], [2.4316, 5.6381, -0.5648], [7.4749, 5.9885, -0.3712], [-0.9800, -5.4949, -0.5648], [1.1170, 0.1443, 4.4352], [1.8707, 3.0291, -4.2209], [1.6213, 1.1009, -3.5385], [5.7371, -2.5757, 0.9176], [3.1421, -1.5386, -2.3641], [0.4831, -6.4807, -5.3415], [-0.4534, -2.5334, 5.6371], [0.8254, 4.1879, 6.1784], [-3.5573, 0.8728, 1.6500], [1.2155, -4.4070, -5.5040], [1.6120, 6.1521, 6.4759], [-1.9446, -3.2738, -5.6457], [-2.7869, 3.2105, -4.5282], [-0.1773, 8.1459, 0.3092], [-3.9923, -2.7119, 1.6099], [-1.1333, -6.8147, 2.4743], [2.8163, -2.4690, -3.1888], [0.0708, 3.1718, 0.0180], [-5.7341, 0.7201, -2.0641], [-5.2224, -3.8930, -2.3215], [-1.0523, 7.1994, 0.4084], [-1.8872, -2.5941, -4.5973], [1.1783, 5.0933, 7.0185], [1.7605, -5.2063, 2.2536], [-2.8649, 4.9111, 3.9013], [6.5783, 5.4438, 0.4467], [-1.4183, -7.5366, 3.4688], [-4.1282, 0.4615, 2.7270], [-0.4418, 1.9079, 0.6220], [0.1641, -0.4335, 0.9691], [1.7714, -8.6526, -0.2571], [-4.4923, 4.4309, -0.1235], [-3.4349, 6.5433, -3.9740], [0.5941, 0.8574, 5.3855], [2.2060, 4.4653, 2.9743], [-0.4501, -1.1697, -0.2811], [-1.0630, -3.4153, 4.8241], [-3.8037, -3.9093, 2.0778], [2.1479, 5.9640, -1.7758], [1.2702, -5.5924, -4.8666], [4.3753, -0.2060, 3.8857], [0.2594, -0.2472, -7.5659], [4.4541, 1.9198, -0.0329], [-2.0698, 2.4716, -3.7112], [2.3958, 2.0523, -3.6709], [-1.6970, -6.1822, -1.3816], [4.5637, -3.0310, 0.4288], [7.1890, 6.4254, -1.2358], [1.0819, 4.2486, -2.1234], [1.1533, 3.1772, -0.1097], [-1.2069, 5.8182, 1.8170], [-2.8843, 6.0608, -5.7679], [-2.6029, 0.5867, 1.4843], [-1.2013, 1.4085, 5.8870], [-0.1766, -8.7696, 2.6578], [3.1756, 0.3755, -0.1212], [1.1100, -0.9713, 1.0334], [-5.1138, 3.8015, -1.7614], [-2.3501, 1.1112, -2.3261], [-2.3669, -0.4315, 3.0181], [0.4015, -7.2397, -4.6802], [-3.9272, -4.6682, -1.1003], [2.6681, -4.4519, -3.2200], [3.9924, -1.4298, 5.2902], [-0.7312, 2.1410, 1.6467], [0.5622, -4.3644, -6.2731], [2.0724, 0.4276, 4.2711], [-0.6856, 8.9956, 0.1097], [2.8778, 6.2774, 3.5043], [-1.7476, 6.0200, -2.8247], [-5.2400, -4.8425, -4.1490], [-0.1883, -2.7617, 6.5845], [-1.9337, -2.8558, -6.5651], [1.7580, -1.4323, -8.0915], [-4.6764, 5.4991, -1.8633], [1.9056, -10.7642, 0.0519], [-6.3348, -1.0069, -2.7390], [0.8616, 2.9868, -4.2188], [4.5858, 2.8670, -1.9010], [-3.7031, 5.0524, 1.4210], [-0.2432, -0.3881, -5.6646], [6.7288, 4.0419, 1.9336], [2.0105, 2.6031, 2.0572], [-1.6424, 5.9093, -4.5553], [-0.1961, -6.1959, -6.0326], [3.4795, -0.6789, -2.7729], [-1.3634, -3.7573, 2.9090], [0.5118, 0.0995, 3.6279], [-3.9458, -5.2302, -3.0898], [-3.6120, -0.5439, 4.3386], [0.7999, 8.2323, 0.5491], [-1.8523, 3.2147, 4.3952], [3.2538, 6.0911, -0.1921], [-2.2802, 3.7599, -5.2076], [2.0792, 4.8564, -0.0312], [-1.3251, 1.6448, 0.0402], [8.4596, 5.7941, -0.2589], [-0.5803, -2.2347, 3.3665], [-1.0767, 0.7668, -6.5728], [-1.0348, 0.7359, 4.1906], [1.9633, 0.2170, -3.1894], [-4.5610, 6.7437, -5.5615], [3.9898, 5.2657, 2.5554], [-3.8341, 1.6907, 1.1261], [3.2440, -6.0402, 3.1981], [-0.5727, -7.2201, 1.7384], [-3.7170, 3.5101, -4.2729], [0.1716, 3.4819, 6.4852], [2.4134, 3.8416, -4.4766], [8.1749, 4.6458, 1.1158], [4.5884, -0.0073, 5.9281], [-0.0575, -1.7072, 5.2119], [-2.0729, -4.2751, -5.6132], [1.6389, 6.2381, 5.4699], [-4.9135, -5.2869, 2.7793], [2.6680, -10.1301, -1.3169], [-2.3362, -4.3752, -3.7482], [-1.6685, -3.1878, -2.6806], [3.3356, -1.7932, -1.4061], [-0.6772, -9.1163, 4.3332], [-1.6710, -7.6162, -2.6444], [-0.2485, 4.0624, 0.5594], [5.6312, 3.4936, -0.7350], [5.2424, 1.6237, 4.4040], [-4.8868, -3.4249, -0.3015], [-7.0939, 0.3558, -3.4965], [-3.7571, 1.9441, -2.9458], [-3.9479, 3.3875, 4.6340], [1.5974, -3.5422, -5.1484], [-4.6362, 0.6434, -0.4946], [5.5320, -1.8112, 1.5449], [-3.1977, -2.2185, 1.2288], [-4.8484, -2.1841, 1.7033], [1.7116, -0.7087, -6.4469], [-1.4699, -5.8647, 2.4083], [3.6072, 1.3560, -1.6147], [0.8598, 4.4534, 5.2046], [-4.8596, 4.8144, 4.5392], [2.0300, -4.6776, 4.2504], [2.6524, -8.1075, -1.7998], [-0.1635, -7.5448, -1.7524], [-0.0487, -5.7665, -0.2838], [2.1307, 6.9077, 6.9003], [4.8450, 1.3971, 2.7692], [6.6164, -2.9738, 0.6201], [-0.3283, 3.2459, -0.9936], [-4.7536, -0.9314, -1.2058], [-5.6685, -3.6894, 2.4684], [1.2472, -3.4999, 3.2804], [3.5677, -1.7569, 1.6446], [1.1946, 5.5093, -3.3740], [2.1163, -6.7443, -0.9740], [3.1605, -3.7610, -1.6816], [3.5568, 3.2044, 2.0838], [0.6535, 1.2841, -3.7618], [2.9910, -6.5531, 1.4737], [0.2565, 6.8097, 1.9013], [-3.8036, 6.3150, 0.1309], [-1.4557, -4.7647, -0.0543], [-0.8527, 4.4600, 3.7731], [2.6504, -2.8214, 0.6346]],
  "relative_energy_ev": 0.000,
  "total_charge": -1,
  "homo_energy_ev": -6.23,
  "max_force_ev_per_a": 9.13,
  "homo_lumo_gap_ev": 7.38,
  "energy_ha": -6688.90855
}

---

Record 2
{
  "formula": "C35H30NO11PSSi2",
  "method": "ωB97M-V with the def2-TZVPD basis set",
  "elements": ["S", "P", "Si", "Si", "O", "O", "O", "O", "O", "O", "O", "O", "O", "O", "O", "N", "C", "C", "C", "C", "C", "C", "C", "C", "C", "C", "C", "C", "C", "C", "C", "C", "C", "C", "C", "C", "C", "C", "C", "C", "C", "C", "C", "C", "C", "C", "C", "C", "C", "C", "C", "H", "H", "H", "H", "H", "H", "H", "H", "H", "H", "H", "H", "H", "H", "H", "H", "H", "H", "H", "H", "H", "H", "H", "H", "H", "H", "H", "H", "H", "H"],
  "xyz": [[0.4521, -5.8574, 0.7106], [0.6426, -5.1579, -1.1288], [0.7152, -2.9454, -0.9041], [-1.2246, -2.7194, -3.0147], [-1.6336, -1.3426, -10.4193], [4.4190, 6.9386, 0.6238], [7.2773, 5.0489, 8.2087], [0.0996, -2.0400, -2.2109], [-7.7236, -1.5565, 1.9029], [-3.2007, -3.3225, -5.7614], [-6.8832, 2.6091, -1.2609], [5.5492, 0.7825, 3.7542], [2.9044, 2.8078, 6.2296], [4.4938, 1.6880, -0.0683], [1.1711, -1.4584, 1.7780], [-5.2621, -3.4886, -0.3786], [-6.7647, -0.7390, -0.0857], [-5.0732, -3.7554, -1.6893], [-3.9413, -3.5795, -2.4985], [-1.9916, -1.7947, -9.3528], [2.2115, -0.4129, 3.6110], [4.5452, 0.2672, 3.3007], [3.9081, 3.3226, 6.6827], [-4.1229, -2.9384, 0.0881], [-1.4878, -2.2788, -7.0009], [5.5858, 3.7475, -0.3944], [-2.8367, -2.8674, -6.8289], [3.4137, -0.8245, 1.4214], [2.1786, -0.9442, 2.2283], [5.0392, 4.4162, 8.5637], [-2.9158, -2.6506, -0.5692], [3.3099, 0.1489, 4.1095], [-3.7314, -2.8818, -8.0094], [-3.3404, -2.3838, -9.1801], [5.5669, 5.0673, -0.2219], [-7.0747, 1.6536, -0.5362], [4.4775, 2.8925, 0.0902], [6.2427, 4.0029, 6.3728], [5.1436, 3.4410, 5.8745], [6.2765, 4.5350, 7.7554], [4.4362, 5.7368, 0.4643], [3.9405, 3.8543, 8.0652], [3.3275, 4.8803, 0.9492], [3.3471, 3.5606, 0.7762], [-2.7537, -2.9942, -1.9485], [-7.5308, -0.6043, 1.1766], [4.5122, -0.2632, 1.9194], [-1.0964, -1.7806, -8.1716], [-7.8406, 1.7880, 0.7257], [-6.5535, 0.3104, -0.8788], [-8.0528, 0.7409, 1.5196], [3.0278, 3.7592, 8.6398], [-8.6103, 0.8200, 2.4445], [6.4030, 3.2409, -0.8921], [3.3726, -1.2151, 0.4138], [2.5465, 2.9195, 1.1244], [3.3519, 0.5422, 5.1171], [-3.9814, -2.3855, -10.0526], [5.0818, 4.8094, 9.5715], [-2.0945, -2.1632, -0.0234], [-0.8469, -2.2771, -6.1300], [-5.9648, -4.1824, -2.1949], [7.1550, 4.0975, 5.7978], [2.1474, -2.5933, -0.7952], [5.4231, -0.1676, 1.3449], [0.1061, -2.5499, 0.3567], [-0.4597, -5.6604, -1.8662], [-6.3907, -1.7268, -0.3232], [1.2990, -0.5079, 4.1858], [-0.1154, -1.3461, -8.3160], [-0.8172, -3.9609, -3.6930], [-4.1590, -2.6738, 1.1658], [-1.5953, -1.7709, -4.0837], [-8.2135, 2.7771, 0.9606], [5.1017, 3.0473, 4.8670], [-5.9958, 0.2320, -1.8041], [2.5101, 5.3863, 1.4473], [6.3673, 5.7078, -0.5700], [-4.7123, -3.3166, -7.8648], [-3.9658, -3.8884, -3.5545], [1.8786, -5.6124, -1.6622]],
  "homo_energy_ev": -8.43,
  "max_force_ev_per_a": 3.34,
  "homo_lumo_gap_ev": 6.56,
  "energy_ha": -3552.49355
}

---

Record 3
{
  "formula": "C9H24BrN3O3",
  "method": "ωB97M-V with the def2-TZVPD basis set",
  "elements": ["Br", "O", "O", "O", "N", "N", "N", "C", "C", "C", "C", "C", "C", "C", "C", "C", "H", "H", "H", "H", "H", "H", "H", "H", "H", "H", "H", "H", "H", "H", "H", "H", "H", "H", "H", "H", "H", "H", "H", "H"],
  "xyz": [[-5.9508, 11.4983, -22.0931], [-10.0267, 13.3141, -21.2510], [-3.1107, 8.4394, -20.1742], [-7.7659, 11.7611, -25.9677], [-6.8114, 13.4090, -24.6880], [-3.1136, 9.2317, -22.3408], [-8.4551, 12.1428, -20.0369], [-7.6131, 12.9276, -25.8843], [-8.2896, 13.9920, -26.6787], [-2.2075, 10.3528, -22.6809], [-9.8029, 12.2786, -20.7275], [-2.5457, 8.3799, -21.2054], [-10.6744, 11.0755, -20.6585], [-5.4757, 13.9948, -25.0406], [-1.2940, 7.6195, -21.4956], [-8.0018, 13.3434, -19.2659], [-2.1318, 11.0264, -21.8326], [-4.9389, 13.2517, -25.6168], [-1.4001, 6.7179, -20.8886], [-5.6654, 14.8786, -25.6456], [-8.5737, 13.3622, -18.3421], [-1.1586, 7.3227, -22.5323], [-10.8825, 10.8019, -19.6232], [-10.2034, 10.2280, -21.1589], [-4.0152, 9.6068, -22.0029], [-6.6700, 12.6007, -24.0360], [-3.3823, 8.6654, -23.1521], [-7.3465, 14.0697, -24.1169], [-11.5941, 11.3577, -21.1627], [-7.6648, 14.7940, -27.0626], [-9.0883, 14.4170, -26.0623], [-5.0025, 14.3023, -24.1156], [-1.2210, 9.9581, -22.9094], [-6.9375, 13.2352, -19.0957], [-8.2393, 14.2359, -19.8332], [-8.7823, 13.4838, -27.5057], [-8.4707, 11.3284, -19.4208], [-2.6043, 10.8856, -23.5385], [-7.7596, 11.9356, -20.7922], [-0.4304, 8.1557, -21.1052]],
  "relative_energy_ev": 0.000,
  "total_charge": 2,
  "homo_energy_ev": -15.03,
  "max_force_ev_per_a": 0.91,
  "homo_lumo_gap_ev": 9.84,
  "energy_ha": -3320.79584
}